The following is a DFT calculation (ωB97M-V/def2-TZVPD) of a cluster of 14 separate species, C58H89N13O3 in total at a distorted geometry.

## Properties
HOMO-LUMO gap: 9.82 eV
F_max: 0.0929 Eh/bohr
Charge: 0

XYZ file:
```
163
C58H89N13O3, DFT ωB97M-V/def2-TZVPD
N -41.66359 22.32587 2.24102
C -41.00211 23.25723 1.48410
C -41.50125 24.55329 1.33548
C -42.62136 24.91820 2.07923
C -43.25945 23.98621 2.90649
C -42.75208 22.67234 2.90922
H -40.11706 22.97295 0.93430
H -41.07009 25.12976 0.53038
H -42.94652 25.93517 1.91657
H -44.20240 24.25457 3.35952
H -43.18085 21.89994 3.53048
N -40.04810 22.78438 -1.88735
C -40.52016 22.73533 -3.15516
C -40.03135 21.85735 -4.11559
C -38.96195 20.99125 -3.79162
C -38.46282 21.00813 -2.47657
C -39.01425 21.98225 -1.56109
H -41.34061 23.40870 -3.35477
H -40.51288 21.78077 -5.07926
H -38.58771 20.38652 -4.60443
H -37.63360 20.37096 -2.20675
H -38.56946 22.01822 -0.57759
N -38.01667 21.22317 2.48665
C -39.07819 20.38701 2.53565
C -39.60859 19.83712 3.71788
C -38.90995 20.11766 4.92114
C -37.83818 21.03745 4.86727
C -37.39585 21.56912 3.64480
H -39.62629 20.30651 1.60855
H -40.42403 19.12898 3.71883
H -39.20235 19.71984 5.88168
H -37.35747 21.31110 5.79487
H -36.48656 22.15172 3.63194
C -36.12802 17.66170 6.52179
C -36.81476 18.01294 7.80048
O -36.17512 19.18724 8.26120
C -35.57398 19.75861 7.18652
O -34.92680 20.81431 7.19766
O -35.76864 18.98239 6.13275
H -36.66938 17.09653 5.76309
H -35.21799 17.07250 6.63481
H -36.65332 17.13930 8.43197
H -37.86612 18.05855 7.51650
C -38.05604 26.84731 -0.79734
C -37.82471 25.83746 0.32337
C -36.82188 26.31858 1.41160
C -36.12919 25.25962 2.23182
N -35.55353 24.37369 2.74617
H -37.13055 27.04617 -1.33773
H -38.35873 27.76728 -0.29722
H -38.81377 26.54581 -1.52056
H -37.40580 24.91706 -0.08340
H -38.75542 25.63270 0.85249
H -37.22776 26.98421 2.17338
H -35.98236 26.74242 0.86053
C -37.47149 26.10075 5.90811
C -38.16971 24.77963 5.60571
C -39.16211 24.78685 4.41516
C -40.28282 25.74052 4.64372
N -41.17589 26.50598 4.78063
H -36.99576 26.10732 6.88880
H -38.15020 26.95059 5.98045
H -36.76376 26.33832 5.11390
H -38.74662 24.49823 6.48669
H -37.45630 23.99143 5.36511
H -39.60130 23.79254 4.33417
H -38.84696 24.97937 3.38963
C -42.82328 17.33141 4.74780
C -42.99069 18.24497 5.93265
C -41.66940 18.69821 6.60964
C -40.74920 17.71945 7.14994
N -40.05178 16.89847 7.58469
H -43.76306 17.05610 4.26914
H -42.28182 16.40586 4.94343
H -42.25133 17.87077 3.99278
H -43.56710 17.72391 6.69708
H -43.53640 19.09693 5.52712
H -41.91257 19.33385 7.46108
H -41.16727 19.40005 5.94377
C -43.26634 17.97252 0.71358
C -42.46605 19.26537 0.92588
C -41.94137 19.92313 -0.36210
C -42.88924 20.70250 -1.18396
N -43.65012 21.32980 -1.81349
H -42.74613 17.29559 0.03591
H -44.17925 18.21212 0.16833
H -43.41936 17.42819 1.64546
H -41.64791 19.02129 1.60349
H -43.11146 19.99144 1.42021
H -41.55071 19.13396 -1.00452
H -41.17618 20.66818 -0.14420
C -34.84732 21.26489 -0.73408
C -35.01248 22.61131 -0.05450
C -33.76183 23.47173 0.29704
C -32.83294 22.75741 1.20785
N -32.12550 22.13922 1.94095
H -34.28859 20.52358 -0.16277
H -34.32479 21.45857 -1.67085
H -35.77967 20.75974 -0.98631
H -35.54197 22.42715 0.88029
H -35.71899 23.25371 -0.58011
H -34.05084 24.44724 0.68813
H -33.20629 23.72705 -0.60534
C -32.07891 23.60144 6.42021
C -33.30868 23.04596 5.63680
C -34.65125 23.74611 5.90571
C -35.14189 23.83610 7.27781
N -35.58652 23.97176 8.33708
H -31.96756 24.68069 6.31564
H -31.18666 23.15798 5.97828
H -32.07795 23.38525 7.48856
H -33.35362 21.98292 5.87351
H -33.22365 23.07982 4.55064
H -35.38220 23.16775 5.34062
H -34.57483 24.73580 5.45541
C -37.38387 18.11078 0.66670
C -38.49330 17.92735 -0.35885
C -39.40555 16.73371 -0.24897
C -38.75166 15.44585 0.04485
N -38.24255 14.41097 0.24764
H -37.80306 17.80282 1.62458
H -36.99252 19.12427 0.75493
H -36.50921 17.49940 0.44470
H -38.15161 18.03527 -1.38827
H -39.07974 18.84163 -0.26773
H -40.07099 16.69842 -1.11155
H -40.10427 16.96593 0.55475
C -34.78147 18.66594 3.18598
C -33.86002 18.16864 2.01220
C -33.73429 16.66258 1.86188
C -33.49778 15.89315 3.09063
N -33.34058 15.26733 4.05383
H -35.07659 19.64683 2.81333
H -34.34439 18.62715 4.18375
H -35.68213 18.05347 3.22826
H -32.85924 18.53866 2.23499
H -34.09698 18.66271 1.06995
H -32.97462 16.39948 1.12582
H -34.73489 16.33772 1.57662
C -40.23319 12.86419 3.98894
C -38.93890 13.58742 4.41760
C -39.16188 15.00332 4.94412
C -39.55655 15.91729 3.83608
N -39.84695 16.62757 3.01434
H -40.02830 11.84922 3.64840
H -40.77626 13.42955 3.23162
H -40.91742 12.75898 4.83088
H -38.36230 13.64770 3.49456
H -38.45004 12.92765 5.13441
H -38.22200 15.27884 5.42244
H -39.89277 15.01256 5.75271
C -38.11750 22.16484 11.71978
C -38.26736 23.06099 10.40355
C -37.98396 22.11538 9.20363
C -39.01337 21.07722 9.00224
N -39.87332 20.34181 8.91419
H -37.36975 21.37657 11.63265
H -39.05052 21.68827 12.02056
H -37.89187 22.81022 12.56872
H -37.56413 23.88781 10.50303
H -39.26096 23.50825 10.37483
H -37.00034 21.66149 9.32436
H -37.90972 22.61949 8.24008
```

---

The following is a DFT calculation (ωB97M-V/def2-TZVPD) of a structure of composition C33H26BaBr2N7O3S2 at a distorted geometry.

## Properties
HOMO-LUMO gap: 5.44 eV
F_max: 0.0340 Eh/bohr
Charge: -1

XYZ file:
```
74
C33H26BaBr2N7O3S2, DFT ωB97M-V/def2-TZVPD
Ba 0.86842 0.40234 -1.00609
N 1.30184 3.73719 2.69333
C 1.08865 2.59305 1.93797
S 2.46467 1.97321 1.05664
N -0.10446 2.10694 2.05050
N -0.49083 1.14387 1.12199
C -1.33634 0.23267 1.45981
C -1.83788 0.04526 2.86261
C -1.94788 -1.23724 3.39354
C -2.45247 -1.43397 4.67006
C -2.87822 -0.35150 5.42632
C -2.79796 0.92786 4.89153
C -2.27549 1.12903 3.62203
C -1.98462 -0.44486 0.33107
C -2.90974 0.32633 -0.37984
C -4.10166 -0.21365 -0.83090
C -4.48015 -1.47290 -0.25078
C -3.57365 -2.25645 0.36547
N -2.17659 -1.89588 0.31203
H 2.13666 4.24225 2.45330
H 0.47535 4.28459 2.86624
H -1.64314 -2.08283 2.79149
H -2.51890 -2.43769 5.07222
H -3.27541 -0.50286 6.42279
H -3.13844 1.77913 5.46888
H -2.19449 2.12439 3.21405
H -2.73130 1.39503 -0.45957
H -4.83715 0.40950 -1.32190
H -5.52762 -1.75558 -0.22199
H -3.83390 -3.14606 0.92710
Br -2.63173 0.31794 -3.72965
C -1.63391 0.45537 -5.38005
Br -0.98990 -1.24839 -6.03429
H -0.77235 1.07978 -5.21488
H -2.28742 0.86349 -6.13946
C 2.69328 -2.04828 4.86131
C 2.12971 -0.87359 4.39160
C 1.45286 -0.86148 3.17867
C 1.34470 -2.02596 2.43955
C 1.90829 -3.21010 2.90429
C 2.58094 -3.21913 4.11099
N 0.62274 -1.92657 1.19382
N 0.58300 -2.98773 0.55518
C -0.14153 -2.94873 -0.65582
C 0.48233 -3.55854 -1.75426
C -0.14691 -3.67805 -2.96689
C -1.47020 -3.24416 -3.08728
C -2.11313 -2.69434 -2.00233
C -1.47202 -2.49306 -0.76574
H 3.22052 -2.05868 5.80701
H 2.21212 0.04431 4.95849
H 1.01795 0.05648 2.80870
H 1.80922 -4.11116 2.31449
H 3.02018 -4.14040 4.47282
H 1.48869 -3.93618 -1.61014
H 0.37232 -4.11571 -3.80937
H -1.98818 -3.32267 -4.03407
H -3.13545 -2.35913 -2.09250
O 2.93799 -0.09870 -3.04575
C 2.44733 0.97293 -3.39319
N 1.12020 1.17746 -3.52508
S 0.76404 2.72480 -3.35073
O 0.30088 2.88858 -1.97923
O -0.08541 3.24199 -4.38344
C 2.42610 3.34534 -3.49364
C 2.90881 4.63489 -3.54433
C 4.28749 4.78946 -3.63797
C 5.13419 3.68480 -3.66472
C 4.62663 2.39199 -3.59809
C 3.25795 2.23790 -3.52536
H 2.24369 5.48694 -3.50790
H 4.71029 5.78479 -3.68282
H 6.20369 3.83615 -3.73035
H 5.27268 1.52414 -3.59750
```

---

The following is a DFT calculation (ωB97M-V/def2-TZVPD) of a cluster of 2 separate species, C4H11NO in total at a distorted geometry.

## Properties
HOMO-LUMO gap: 10.52 eV
F_max: 0.0275 Eh/bohr
Charge: 0
Energy above the lowest of the compared OMol25 structures with the same formula, charge and spin: 35.6 kJ/mol
Structure (SMILES): CC(N)=O.CC

XYZ file:
```
17
C4H11NO, DFT ωB97M-V/def2-TZVPD
C -0.80779 -1.72809 1.44506
C 0.13650 -0.73530 2.05315
N 1.22368 -0.51620 1.26663
O -0.08176 -0.05040 3.02890
H -0.30262 -2.46380 0.83488
H -1.54521 -1.13399 0.92471
H -1.28939 -2.38470 2.17249
H 1.97441 0.09845 1.52334
H 1.39215 -1.17460 0.52746
C -0.93181 1.13634 -3.23606
C 0.47540 1.70647 -3.39701
H -1.34368 1.13592 -2.23377
H -0.99893 0.11140 -3.60971
H -1.66938 1.73920 -3.77551
H 0.90132 1.23026 -4.28339
H 1.16489 1.36611 -2.61677
H 0.47363 2.76741 -3.58210
```